(1)
18
Properties=species:S:1:pos:R:3 method="wB97M-V/def2-TZVPD" spin_multiplicity=1 homo_ev=-7.8 gap_ev=8.48 e_above_lowest_kcal_mol=119.1 lumo_energy_ev=0.65
N -3.850 0.759 0.066
C 2.753 0.793 0.708
C 1.354 0.351 0.258
C 1.241 -0.743 -0.828
C -0.040 -1.127 -1.140
N -1.242 -1.021 -0.298
H -4.586 0.092 0.235
H -3.643 1.329 0.872
H 3.094 0.115 1.500
H 2.777 1.813 1.092
H 3.480 0.715 -0.103
H 1.029 -0.433 0.964
H 0.730 1.220 0.109
H 1.958 -1.550 -0.912
H -0.352 -1.369 -2.153
H -0.718 -0.086 -0.741
H -0.959 -1.155 0.664
H -3.026 0.297 -0.293

(2)
10
Properties=species:S:1:pos:R:3 method="wB97M-V/def2-TZVPD" spin_multiplicity=1 homo_ev=-9.1 smiles="ClC(Cl)Br.O=C=CBr" gap_ev=8.86 e_above_lowest_kcal_mol=0.0 lumo_energy_ev=-0.20
C 1.873 1.860 1.063
C 1.607 1.111 0.030
C -1.955 -0.415 0.628
O 1.925 2.421 2.096
Cl -3.631 -0.579 1.104
Cl -0.998 0.500 1.814
Br 2.344 -0.596 -0.162
Br -1.833 0.460 -1.124
H -1.354 -1.275 0.408
H 0.909 1.322 -0.832

(3)
19
Properties=species:S:1:pos:R:3 method="wB97M-V/def2-TZVPD" s2=0.75 spin_multiplicity=2 homo_ev="1.4 / -6.0" total_charge=-1 gap_ev="2.71 / 10.16" e_above_lowest_kcal_mol=49.3 lumo_energy_ev="4.12 / 4.16"
C 2.439 -0.269 0.356
C 2.138 -0.798 -1.016
C 1.076 -1.514 -1.380
H 1.930 -0.635 1.244
H 3.404 -0.556 0.433
H 2.247 0.920 0.335
H 2.911 -0.893 -1.863
H 0.925 -1.859 -2.427
H 0.294 -1.879 -0.677
C -1.216 1.744 0.526
C -1.564 0.244 0.219
N -2.949 -0.008 0.512
H -1.151 2.076 1.631
H -0.167 1.842 0.071
H -1.890 2.405 0.025
H -1.306 0.035 -0.863
H -0.829 -0.281 0.771
H -3.006 -0.990 0.698
H -3.287 0.414 1.407

(4)
86
Properties=species:S:1:pos:R:3 method="wB97M-V/def2-TZVPD" spin_multiplicity=1 homo_ev=-0.9 total_charge=-2 gap_ev=3.84 e_above_lowest_kcal_mol=1.6 lumo_energy_ev=2.94
Pb -0.503 0.210 1.093
O -1.520 2.720 5.023
C -1.719 2.058 3.963
N -0.994 2.231 2.861
C -0.078 3.196 2.717
C 0.302 4.046 3.822
C 1.064 5.170 3.549
C 1.385 5.493 2.228
C 1.084 4.669 1.163
C 0.371 3.488 1.367
N 0.019 2.577 0.402
C -0.147 3.004 -0.883
O 0.324 4.030 -1.395
C -0.999 2.089 -1.741
C -1.245 2.543 -3.070
C -2.185 1.886 -3.861
C -2.839 0.810 -3.276
C -2.478 0.342 -2.029
N -1.572 0.965 -1.252
C -2.875 1.084 4.015
C -3.723 1.182 5.147
C -4.651 0.192 5.363
C -4.790 -0.855 4.391
C -3.995 -0.787 3.269
N -3.025 0.135 3.106
H -0.184 3.832 4.730
H 1.466 5.837 4.319
H 1.867 6.472 2.020
H 1.526 4.849 0.160
H -0.666 3.389 -3.381
H -2.378 2.150 -4.863
H -3.652 0.305 -3.810
H -2.922 -0.566 -1.587
H -3.548 2.022 5.816
H -5.347 0.219 6.186
H -5.513 -1.662 4.507
H -4.048 -1.609 2.535
O 2.444 0.604 -3.551
C 3.336 0.124 -2.570
C 4.662 0.453 -2.932
C 5.671 0.034 -2.054
C 5.320 -0.638 -0.874
C 4.002 -0.863 -0.518
C 2.953 -0.528 -1.374
C 1.499 -0.776 -1.125
O 1.207 -1.044 0.178
N 1.006 -1.930 -2.023
N -0.335 -2.092 -1.800
C -0.916 -3.020 -2.537
C -2.274 -3.406 -2.423
Br -3.196 -3.305 -0.802
C -3.147 -3.867 -3.435
C -3.036 -3.733 -4.853
C -3.726 -4.676 -5.677
C -3.740 -4.563 -7.054
C -2.957 -3.581 -7.618
C -2.223 -2.656 -6.859
C -2.252 -2.752 -5.513
H 1.543 0.227 -3.489
H 4.697 0.972 -3.868
H 6.710 0.165 -2.316
H 6.095 -1.030 -0.191
H 3.736 -1.265 0.476
H 0.881 0.027 -1.508
H 1.474 -2.737 -1.666
H -0.374 -3.440 -3.440
H -4.018 -4.459 -3.133
H -4.412 -5.370 -5.219
H -4.420 -5.104 -7.685
H -2.847 -3.452 -8.707
H -1.588 -1.884 -7.287
H -1.747 -2.035 -4.891
O 0.721 -0.639 3.133
C 1.777 0.126 3.107
O 1.902 1.036 2.249
C 2.837 -0.178 4.116
C 2.506 -1.018 5.186
C 3.467 -1.258 6.183
C 4.789 -0.893 6.017
C 5.143 -0.148 4.892
C 4.154 0.228 3.989
H 1.572 -1.475 5.125
H 3.119 -1.736 7.080
H 5.557 -1.119 6.768
H 6.183 0.174 4.809
H 4.433 0.781 3.082